# 1
Molecular formula: C2H10N2S
Method: DFT, ωB97M-V/def2-TZVPD

Summary:
ΔE to the lowest compared entry with this formula, charge and spin: 19.6 kcal/mol
gap between HOMO and LUMO: 0.3713 Ha
spin multiplicity: 1

Geometry (Å):
N (-3.14911, -0.28685, -0.59111)
C (-4.49328, -0.88271, -0.59762)
N (-5.51660, 0.14420, -0.19132)
H (-2.54663, -0.54254, 0.17928)
H (-2.67002, -0.58454, -1.42930)
H (-4.55806, -1.74047, 0.07698)
H (-4.66377, -1.24955, -1.60856)
H (-4.83427, 0.81614, 0.15528)
H (-5.90298, 0.53268, -1.04603)
C (6.52691, 0.57221, 1.25884)
S (5.51327, 0.16549, -0.11419)
H (7.48423, 0.99160, 0.93882)
H (6.87684, -0.27703, 1.83538)
H (6.04492, 1.16402, 2.04774)
H (5.88855, 1.17736, -0.91418)



# 2
Molecular formula: C5H11P
Method: DFT, ωB97M-V/def2-TZVPD

Summary:
ΔE to the lowest compared entry with this formula, charge and spin: 27.7 kcal/mol
gap between HOMO and LUMO: 0.3827 Ha
spin multiplicity: 1

Geometry (Å):
C (1.64407, -0.71059, 0.88356)
C (0.33043, -1.09990, 0.27681)
C (-0.06385, -1.09706, -1.19027)
C (-0.71857, -0.05108, -0.29679)
C (-0.17090, 1.34087, -0.50475)
P (-2.44308, -0.34165, 0.34866)
H (1.70344, 0.25675, 1.29190)
H (2.41614, -0.66218, 0.21308)
H (1.93790, -1.59958, 1.55450)
H (-0.15811, -1.89604, 0.80856)
H (0.61530, -0.82760, -1.96811)
H (-0.76321, -1.90707, -1.46953)
H (0.03672, 1.77224, 0.47543)
H (-0.94508, 1.92808, -1.05251)
H (0.74402, 1.49104, -1.14037)
H (-3.22086, 0.20913, -0.84094)
H (-2.34161, 0.93249, 0.95122)



# 3
Molecular formula: C25H29NO5PSTl
Method: DFT, ωB97M-V/def2-TZVPD

Summary:
ΔE to the lowest compared entry with this formula, charge and spin: 0.6 kcal/mol
gap between HOMO and LUMO: 0.3181 Ha
spin multiplicity: 1

Geometry (Å):
Tl (1.76865, 0.17480, 0.79781)
C (-1.14082, 2.63373, 1.61606)
C (-1.55576, 1.23077, 1.20582)
C (-3.02688, 0.98857, 1.47925)
O (-0.76363, 0.34581, 2.03134)
C (-1.18839, 0.99816, -0.29279)
O (-2.08557, 0.79035, -1.10579)
O (0.06165, 1.08986, -0.57297)
H (-1.39497, 2.80334, 2.66299)
H (-1.66362, 3.37027, 1.00357)
H (-0.06668, 2.76660, 1.48588)
H (-3.24422, 1.19717, 2.52771)
H (-3.30029, -0.04282, 1.25754)
H (-3.63904, 1.62663, 0.84424)
H (-1.10689, -0.54686, 1.89820)
O (2.96597, -2.14669, -2.05728)
N (2.13758, -1.01864, -2.09450)
C (0.93219, -1.32205, -2.34395)
C (0.42862, -2.69597, -2.59895)
C (0.61429, -3.28179, -3.84791)
C (0.11642, -4.54716, -4.10382)
C (-0.57022, -5.23863, -3.11261)
C (-0.74762, -4.66064, -1.86839)
C (-0.24715, -3.38832, -1.59680)
P (-0.43904, -2.59683, 0.04311)
C (-2.13680, -3.11581, 0.47703)
C (-2.46447, -4.24882, 1.21707)
C (-3.79368, -4.56549, 1.46052)
C (-4.80577, -3.76110, 0.95629)
C (-4.48672, -2.63389, 0.21203)
C (-3.15965, -2.30583, -0.02087)
C (0.62786, -3.62780, 1.10903)
C (1.61876, -4.45663, 0.58737)
C (2.49772, -5.11981, 1.43345)
C (2.40049, -4.96415, 2.80729)
C (1.42204, -4.13257, 3.33634)
C (0.55162, -3.46239, 2.49290)
H (3.82328, -1.77319, -1.83521)
H (0.24817, -0.47694, -2.32726)
H (1.15004, -2.73839, -4.61561)
H (0.25979, -4.99508, -5.07850)
H (-0.96551, -6.22609, -3.31221)
H (-1.28254, -5.19892, -1.09529)
H (-1.68217, -4.88554, 1.61164)
H (-4.03718, -5.44562, 2.04197)
H (-5.84163, -4.01036, 1.14691)
H (-5.27063, -1.99994, -0.18192)
H (-2.91757, -1.41551, -0.59542)
H (1.71510, -4.57884, -0.48382)
H (3.26214, -5.76105, 1.01324)
H (3.08521, -5.48382, 3.46472)
H (1.34297, -3.99605, 4.40707)
H (-0.20253, -2.80928, 2.92029)
C (1.04088, 4.31038, -0.89884)
S (2.66188, 3.55750, -0.77748)
C (2.49286, 2.47456, -2.19536)
O (2.64933, 2.65786, 0.42859)
H (1.00510, 4.90907, -1.80904)
H (0.91167, 4.95426, -0.03110)
H (0.29926, 3.51424, -0.91482)
H (2.42471, 3.07778, -3.10057)
H (1.60572, 1.85587, -2.06503)
H (3.38578, 1.85364, -2.23406)



# 4
Molecular formula: C5H11NO
Method: DFT, ωB97M-V/def2-TZVPD

Summary:
ΔE to the lowest compared entry with this formula, charge and spin: 77.2 kcal/mol
gap between HOMO and LUMO: 0.3467 Ha
spin multiplicity: 1

Geometry (Å):
O (-2.04939, 0.22551, 1.87603)
C (-1.70338, 0.76576, 0.52920)
C (-0.67247, -0.12156, -0.09171)
C (0.60485, -0.59350, 0.67902)
C (1.62307, -1.04747, -0.46346)
C (1.40999, 0.37177, -1.16679)
N (-0.06767, 0.54033, -1.15271)
H (-2.59989, -0.56340, 1.61767)
H (-1.23013, 1.75526, 0.77412)
H (-2.65268, 0.90964, -0.10067)
H (-1.25388, -0.99834, -0.28293)
H (0.41502, -1.36326, 1.54071)
H (0.70732, 0.41446, 1.14507)
H (2.59003, -1.28105, 0.06878)
H (1.33177, -2.04725, -0.90994)
H (2.03486, 1.18807, -0.61497)
H (1.94665, 0.31343, -2.27620)
H (-0.43408, 1.53159, -1.17121)



Copy entry 4 word for word.
Molecular formula: C5H11NO
Method: DFT, ωB97M-V/def2-TZVPD

Summary:
ΔE to the lowest compared entry with this formula, charge and spin: 77.2 kcal/mol
gap between HOMO and LUMO: 0.3467 Ha
spin multiplicity: 1

Geometry (Å):
O (-2.04939, 0.22551, 1.87603)
C (-1.70338, 0.76576, 0.52920)
C (-0.67247, -0.12156, -0.09171)
C (0.60485, -0.59350, 0.67902)
C (1.62307, -1.04747, -0.46346)
C (1.40999, 0.37177, -1.16679)
N (-0.06767, 0.54033, -1.15271)
H (-2.59989, -0.56340, 1.61767)
H (-1.23013, 1.75526, 0.77412)
H (-2.65268, 0.90964, -0.10067)
H (-1.25388, -0.99834, -0.28293)
H (0.41502, -1.36326, 1.54071)
H (0.70732, 0.41446, 1.14507)
H (2.59003, -1.28105, 0.06878)
H (1.33177, -2.04725, -0.90994)
H (2.03486, 1.18807, -0.61497)
H (1.94665, 0.31343, -2.27620)
H (-0.43408, 1.53159, -1.17121)



Please write out number 1 again, unchanged.
Molecular formula: C2H10N2S
Method: DFT, ωB97M-V/def2-TZVPD

Summary:
ΔE to the lowest compared entry with this formula, charge and spin: 19.6 kcal/mol
gap between HOMO and LUMO: 0.3713 Ha
spin multiplicity: 1

Geometry (Å):
N (-3.14911, -0.28685, -0.59111)
C (-4.49328, -0.88271, -0.59762)
N (-5.51660, 0.14420, -0.19132)
H (-2.54663, -0.54254, 0.17928)
H (-2.67002, -0.58454, -1.42930)
H (-4.55806, -1.74047, 0.07698)
H (-4.66377, -1.24955, -1.60856)
H (-4.83427, 0.81614, 0.15528)
H (-5.90298, 0.53268, -1.04603)
C (6.52691, 0.57221, 1.25884)
S (5.51327, 0.16549, -0.11419)
H (7.48423, 0.99160, 0.93882)
H (6.87684, -0.27703, 1.83538)
H (6.04492, 1.16402, 2.04774)
H (5.88855, 1.17736, -0.91418)



Q: Which of these has the highest ΔE to the lowest compared entry with this formula, charge and spin?
A: C5H11NO



What did the second record say?
Molecular formula: C5H11P
Method: DFT, ωB97M-V/def2-TZVPD

Summary:
ΔE to the lowest compared entry with this formula, charge and spin: 27.7 kcal/mol
gap between HOMO and LUMO: 0.3827 Ha
spin multiplicity: 1

Geometry (Å):
C (1.64407, -0.71059, 0.88356)
C (0.33043, -1.09990, 0.27681)
C (-0.06385, -1.09706, -1.19027)
C (-0.71857, -0.05108, -0.29679)
C (-0.17090, 1.34087, -0.50475)
P (-2.44308, -0.34165, 0.34866)
H (1.70344, 0.25675, 1.29190)
H (2.41614, -0.66218, 0.21308)
H (1.93790, -1.59958, 1.55450)
H (-0.15811, -1.89604, 0.80856)
H (0.61530, -0.82760, -1.96811)
H (-0.76321, -1.90707, -1.46953)
H (0.03672, 1.77224, 0.47543)
H (-0.94508, 1.92808, -1.05251)
H (0.74402, 1.49104, -1.14037)
H (-3.22086, 0.20913, -0.84094)
H (-2.34161, 0.93249, 0.95122)